Record 1
The following is a DFT calculation (the ωB97M-V functional and the def2-TZVPD basis) of C30H33BrN8O3SW as an isolated structure in a non-equilibrium geometry.

Geometry as XYZ:
```
77
C30H33BrN8O3SW | the OMol25 dataset | the ωB97M-V functional and the def2-TZVPD basis
W 0.1982 -0.0011 -0.2238
C 0.5056 -4.3839 -0.5262
C 0.1282 -2.9676 -0.2928
N 0.9275 -1.9531 -0.3683
C 2.2839 -2.1420 -0.9204
C 3.2013 -0.9872 -0.5040
N 2.4078 0.0275 0.2441
C 3.0522 1.3661 0.3473
C 2.4196 2.3235 -0.6458
N 0.9495 2.0808 -0.7315
C 0.0956 3.1353 -0.1291
C -1.3498 2.7184 -0.3188
N -1.4802 1.2556 -0.1551
C -2.6626 0.7608 -0.0059
C -3.8947 1.5856 0.0615
C -2.6674 -0.7064 0.0461
C -3.7795 -1.5134 0.1329
C -3.6233 -2.8940 0.1208
C -2.3489 -3.4227 0.0117
C -1.2651 -2.5690 -0.0719
N -1.4189 -1.2245 -0.0551
H 1.5194 -4.6020 -0.2003
H 0.4379 -4.6148 -1.5955
H -0.1626 -5.0564 0.0061
H 2.1766 -2.1593 -2.0048
H 2.7071 -3.0936 -0.6164
H 3.6451 -0.5227 -1.3804
H 4.0151 -1.3420 0.1257
H 2.3399 -0.3364 1.1936
H 4.1231 1.2882 0.1637
H 2.9274 1.7276 1.3637
H 2.8457 2.1888 -1.6376
H 2.6183 3.3516 -0.3459
H 0.7121 2.0656 -1.7230
H 0.2744 4.0971 -0.6077
H 0.3323 3.2356 0.9262
H -1.6926 2.9720 -1.3252
H -1.9813 3.2500 0.3887
H -3.8383 2.2980 0.8868
H -4.7843 0.9809 0.2053
H -4.0164 2.1568 -0.8631
H -4.7659 -1.0781 0.2056
H -4.4866 -3.5445 0.1784
H -2.2006 -4.4934 -0.0138
O -0.9932 -3.9330 6.8439
S -0.9740 -3.4007 8.1958
O -2.2787 -3.2345 8.8035
O 0.0838 -3.9019 9.0406
C -0.4997 -1.6467 7.9254
N -0.2982 -0.8042 8.9557
C -0.0267 0.4592 8.6558
C 0.0629 0.9249 7.3416
C -0.1314 -0.0244 6.3627
N -0.4146 -1.2908 6.6455
C -0.0421 0.1599 4.9090
C 0.5096 1.2595 4.2416
C 0.6151 1.2252 2.8685
N 0.2217 0.1751 2.1134
C -0.3223 -0.8738 2.7768
C -0.4747 -0.9171 4.1285
H 0.1271 1.1283 9.4948
H 0.2567 1.9705 7.1316
H 0.8834 2.1177 4.7842
H 1.0589 2.0651 2.3527
H -0.6131 -1.7296 2.1841
H -0.8748 -1.7941 4.6286
Br -0.0339 -0.4869 -7.0595
C 0.0223 -0.3091 -5.1929
C 1.2270 -0.0347 -4.5610
C 1.2575 0.0884 -3.1789
C 0.1143 -0.0602 -2.3722
C -1.0819 -0.3207 -3.0646
C -1.1382 -0.4441 -4.4453
H 2.1316 0.0804 -5.1450
H 2.2223 0.3154 -2.7339
H -2.0185 -0.4280 -2.5247
H -2.0801 -0.6449 -4.9404
```

As for the multiplicity: 3. The HOMO energy (spin up / spin down) comes out at -10.62 / -10.62 eV. The LUMO energy (spin up / spin down) comes out at -8.33 / -8.98 eV. The total charge is +2. The expectation value of S² is 2.029. The value obtained for the frontier orbital gap (spin up / spin down) is 2.29 / 1.63 eV. The total energy comes out at -132396.1160 eV.

---

Record 2
The following is a DFT calculation (the ωB97M-V functional and the def2-TZVPD basis) of a 13-piece molecular cluster, C44H103N5O29 overall in a non-equilibrium geometry.

Geometry as XYZ:
```
181
C44H103N5O29 | the OMol25 dataset | the ωB97M-V functional and the def2-TZVPD basis
C 2.5002 -3.6402 1.6487
C 2.1633 -5.1011 1.3253
C 0.8048 -5.5862 1.8471
O 0.8530 -5.5734 3.3010
C -0.3338 -5.9934 3.9661
N 2.1817 -5.3306 -0.0876
H 2.4129 -3.4791 2.7369
H 1.8180 -2.9699 1.0793
H 3.4581 -3.3758 1.1805
H 2.9881 -5.7352 1.7171
H 0.6632 -6.6093 1.4171
H -0.0141 -4.9695 1.4912
H -1.2101 -5.4247 3.6339
H -0.1504 -5.8044 5.0175
H -0.4459 -7.0955 3.8228
H 1.3300 -4.9360 -0.5135
H 2.1469 -6.2986 -0.3369
C 6.9040 0.6246 -3.5090
C 5.6778 0.4895 -2.6727
C 5.7281 1.5999 -1.6329
O 4.4548 1.6487 -0.9689
C 4.3696 2.7459 -0.1000
N 4.5458 0.6042 -3.5811
H 6.7886 1.2561 -4.3882
H 7.2286 -0.3083 -3.9467
H 7.8262 0.9452 -3.1160
H 5.5538 -0.4469 -2.0850
H 5.8531 2.5444 -2.1866
H 6.5684 1.5152 -0.9556
H 4.6137 3.6555 -0.6433
H 4.9134 2.7063 0.8312
H 3.3109 2.8154 0.1381
H 3.7009 0.7219 -3.0613
H 4.5977 1.5361 -4.0145
C -3.4662 0.8372 4.8267
C -3.6270 0.6850 3.3048
C -5.0653 0.8518 2.7926
O -5.9345 -0.1667 3.3269
C -5.6397 -1.3902 2.7065
N -2.8532 1.7196 2.6573
H -4.0750 0.1179 5.3973
H -3.8862 1.7953 5.1938
H -2.4087 0.8232 5.0709
H -3.2329 -0.2988 3.0714
H -5.0089 0.8319 1.7232
H -5.5037 1.7664 3.0813
H -6.2381 -2.2481 3.0891
H -4.6197 -1.7376 2.8371
H -5.7892 -1.3061 1.6494
H -1.9254 1.4514 2.4848
H -2.8795 2.4707 3.3521
C -4.8714 -0.6598 -1.3801
C -5.3589 -0.6108 -2.8293
C -5.8702 0.7361 -3.2463
O -7.0934 0.9679 -2.5989
C -7.7222 2.1366 -3.0180
N -4.2843 -0.8870 -3.8079
H -4.5707 -1.6658 -1.0706
H -5.5804 -0.2120 -0.6677
H -3.9853 -0.0397 -1.3843
H -6.1782 -1.3363 -2.9862
H -6.0331 0.6605 -4.3523
H -5.1712 1.5162 -2.9271
H -7.1827 3.0322 -2.7375
H -8.7069 2.1173 -2.5470
H -7.8621 2.2546 -4.0940
H -3.7457 -1.6949 -3.5222
H -3.6484 -0.0954 -3.6846
C 1.0960 1.6847 -1.9234
C 0.5012 0.6274 -1.0223
C 0.4048 1.2625 0.4137
O -0.2984 0.4693 1.3484
C 0.4402 -0.8115 1.6183
N -0.7463 0.1088 -1.4261
H 1.2349 1.2808 -2.9294
H 2.1358 1.9124 -1.6050
H 0.5045 2.6212 -1.8764
H 1.2607 -0.2261 -0.9409
H -0.1164 2.1896 0.3672
H 1.4356 1.5539 0.7485
H 0.4950 -1.3606 0.6742
H -0.0858 -1.4252 2.3486
H 1.4353 -0.4709 1.9406
H -1.4186 0.9182 -1.4394
H -1.1836 -0.4641 -0.6777
C -1.2839 -3.4585 -3.2437
O 0.1183 -3.1990 -3.4923
C 0.8576 -2.9567 -2.3947
O 0.4066 -2.8931 -1.2479
O 2.0928 -2.7841 -2.8287
C 3.1502 -2.7451 -1.8405
H -1.4356 -4.0702 -2.3863
H -1.6568 -4.0192 -4.1148
H -1.8289 -2.5112 -3.2686
H 3.0990 -3.5373 -1.1687
H 2.9494 -1.7775 -1.3358
H 4.1251 -2.8041 -2.3434
C -3.0260 2.9007 -4.3517
O -3.6474 3.2898 -3.1407
C -2.9928 3.3093 -1.9872
O -1.8105 3.0754 -1.8158
O -3.8271 3.6438 -1.0191
C -3.2113 4.0529 0.1971
H -2.2273 2.1713 -4.2602
H -2.6585 3.8395 -4.8084
H -3.7669 2.4689 -5.0415
H -3.7546 4.8642 0.6964
H -2.1905 4.4204 -0.0372
H -3.1986 3.1457 0.8177
C 4.7286 -0.4952 1.5768
O 5.2256 -0.9140 2.8265
C 4.3535 -1.2061 3.8268
O 3.1730 -1.2554 3.6339
O 5.0117 -1.4099 4.9280
C 4.1504 -1.6601 6.0515
H 4.2548 -1.3683 1.1332
H 5.6465 -0.1596 1.0755
H 4.0781 0.3631 1.7270
H 3.7589 -0.6928 6.4145
H 4.7452 -2.0325 6.8930
H 3.3876 -2.3276 5.7054
C 2.0243 5.1079 -2.1270
O 2.1026 6.5389 -2.2112
C 2.5752 6.9882 -3.3864
O 2.7686 6.3660 -4.4101
O 2.9194 8.2746 -3.2238
C 3.1442 9.0185 -4.4443
H 1.8697 4.8237 -1.1063
H 2.9868 4.7709 -2.4458
H 1.1988 4.6596 -2.7695
H 3.9966 8.5627 -4.9808
H 3.4241 10.0198 -4.1655
H 2.2294 9.0487 -5.0169
C 5.8767 4.1282 4.7211
O 5.0611 3.0716 4.1636
C 3.7892 3.1086 4.5242
O 3.3191 3.7650 5.4512
O 3.0302 2.3858 3.6911
C 1.6424 2.3560 4.1084
H 6.8996 4.1077 4.3389
H 5.9480 3.9360 5.8043
H 5.3396 5.0935 4.5627
H 1.5080 2.2381 5.1815
H 1.1798 1.5175 3.5757
H 1.1212 3.3164 3.9245
C -0.0773 -0.3947 -5.0933
O -0.3142 0.9644 -5.4151
C 0.6115 1.6953 -5.9831
O 1.5761 1.3128 -6.5471
O 0.3473 3.0074 -5.8831
C 1.1604 3.8737 -6.6135
H -0.1934 -0.4826 -4.0047
H 0.9474 -0.6976 -5.4155
H -0.7580 -1.0286 -5.6882
H 2.0891 4.0556 -6.0789
H 0.5917 4.8329 -6.8334
H 1.2680 3.4162 -7.5896
C 0.4995 -2.0466 5.2406
O -0.7356 -2.4475 5.8429
C -1.6958 -2.5915 4.9301
O -1.6217 -2.3853 3.7319
O -2.7769 -3.0497 5.6053
C -3.8945 -3.3265 4.8472
H 0.8506 -2.7212 4.4942
H 1.1813 -2.1401 6.0554
H 0.4989 -0.9667 4.8752
H -3.7145 -3.1980 3.7753
H -4.7402 -2.7303 5.1517
H -4.1354 -4.3610 5.0469
C -2.5968 -3.0163 0.7335
O -3.1312 -4.2150 1.1947
C -3.3299 -5.2091 0.2991
O -2.9466 -5.2085 -0.8309
O -4.0889 -6.1603 0.8378
C -4.2623 -7.3496 -0.0079
H -2.6835 -2.3184 1.5519
H -3.0108 -2.7899 -0.2430
H -1.4846 -3.1247 0.6427
H -4.9136 -7.9383 0.6429
H -3.3378 -7.8056 -0.2345
H -4.8078 -6.9494 -0.8573
```

As for the multiplicity: 1. The HOMO energy comes out at -8.83 eV. The LUMO energy comes out at 0.42 eV. The value obtained for the frontier orbital gap is 9.25 eV. The total energy comes out at -114122.3423 eV.

---

Record 3
The following is a DFT calculation (the ωB97M-V functional and the def2-TZVPD basis) of an isolated ion of composition C2H4NO2 and charge -1 in a non-equilibrium geometry.

Geometry as XYZ:
```
9
C2H4NO2 | the OMol25 dataset | the ωB97M-V functional and the def2-TZVPD basis
C -0.1685 0.9762 -0.1322
N -0.3994 -0.2475 0.5432
C 0.3475 -1.3103 -0.1682
O 0.9335 -2.0447 0.6095
O 0.2075 -1.3685 -1.3591
H 0.3961 1.7459 0.3945
H -1.1278 1.4036 -0.3341
H 0.2499 0.9729 -1.1476
H -0.4388 -0.1275 1.5941
```

As for the multiplicity: 1. The HOMO energy comes out at -3.29 eV. The LUMO energy comes out at 4.51 eV. The total charge is -1. The value obtained for the frontier orbital gap is 7.80 eV. The total energy comes out at -7724.7971 eV.

---

Record 4
The following is a DFT calculation (the ωB97M-V functional and the def2-TZVPD basis) of a 2-piece molecular cluster, C9H14 overall.

Geometry as XYZ:
```
23
C9H14 | the OMol25 dataset | the ωB97M-V functional and the def2-TZVPD basis
C -0.1411 -0.7505 -2.4909
C 1.9776 -0.0304 -1.4064
C 0.5564 0.1552 -1.5708
C 2.7219 0.8205 -0.6509
C 2.0629 1.8778 0.0248
C -0.0914 1.1663 -0.7921
C 0.6590 2.0128 -0.0322
H 2.4222 -0.9079 -1.8442
H 3.7961 0.6938 -0.6247
H -0.1810 -1.7014 -1.9258
H 0.4875 -0.9922 -3.3536
H 2.6260 2.4870 0.7144
H -1.1658 1.1626 -0.8473
H 0.1202 2.7456 0.5409
H -1.1484 -0.4594 -2.7796
C -1.2700 -1.2681 2.6028
C -2.3838 -0.8211 1.6650
H -0.4461 -1.7340 2.0772
H -0.8995 -0.4301 3.1911
H -1.7147 -1.9778 3.2929
H -3.2404 -0.4035 2.1943
H -2.6517 -1.6531 1.0143
H -2.0962 0.0079 1.0005
```

As for the multiplicity: 2. The HOMO energy (spin up / spin down) comes out at -14.57 / -14.58 eV. The LUMO energy (spin up / spin down) comes out at -4.42 / -8.16 eV. The total charge is +1. The expectation value of S² is 0.768. The value obtained for the frontier orbital gap (spin up / spin down) is 10.15 / 6.42 eV. The total energy comes out at -9551.2852 eV.